1.
{"formula": "C39H31Cl5P2SrTe", "method": "wB97M-V/def2-TZVPD", "species": ["Sr", "C", "C", "P", "C", "C", "C", "C", "C", "C", "C", "C", "C", "C", "C", "C", "C", "P", "C", "C", "C", "C", "C", "C", "C", "C", "C", "C", "C", "C", "H", "H", "H", "H", "H", "H", "H", "H", "H", "H", "H", "H", "H", "H", "H", "H", "H", "H", "H", "H", "H", "H", "H", "H", "H", "H", "Cl", "C", "C", "C", "Cl", "C", "Cl", "C", "Cl", "C", "Cl", "Te", "C", "C", "C", "C", "C", "C", "H", "H", "H", "H", "H"], "coordinates": [[2.44648, -0.11182, -1.25220], [-1.32892, 1.74582, 1.41728], [-0.96625, 0.49279, 2.24395], [-1.19092, -1.11451, 1.33951], [-0.47120, -2.32737, 2.49872], [0.07423, -2.04212, 3.74546], [0.61232, -3.06072, 4.52349], [0.61156, -4.36857, 4.06436], [0.07107, -4.66433, 2.81810], [-0.45595, -3.64730, 2.03783], [-2.99528, -1.33270, 1.67378], [-3.48615, -2.00975, 2.79027], [-4.84798, -2.03868, 3.05691], [-5.74193, -1.38571, 2.21982], [-5.27025, -0.73514, 1.08948], [-3.90937, -0.72240, 0.81188], [-0.31575, 2.07655, 0.31187], [-0.78557, 3.11229, -1.19833], [-2.57569, 3.41950, -0.91199], [-3.58570, 3.03345, -1.79095], [-4.90452, 3.40853, -1.55730], [-5.22995, 4.18071, -0.45340], [-4.22969, 4.58423, 0.42189], [-2.91501, 4.21663, 0.18601], [-0.83404, 1.84115, -2.52855], [-1.40025, 0.58107, -2.32963], [-1.40558, -0.37177, -3.33663], [-0.84785, -0.06545, -4.57411], [-0.30501, 1.19147, -4.79552], [-0.29705, 2.14132, -3.77829], [-1.35530, 2.57945, 2.12093], [-2.33882, 1.66431, 1.01150], [-1.58325, 0.46306, 3.14225], [0.08642, 0.55411, 2.54001], [0.07408, -1.02636, 4.12413], [1.03270, -2.83091, 5.49556], [1.04344, -5.15724, 4.66820], [0.07410, -5.68324, 2.45085], [-0.87387, -3.87021, 1.06111], [-2.80161, -2.51762, 3.45732], [-5.21327, -2.57234, 3.92563], [-6.80194, -1.39100, 2.44062], [-5.95820, -0.23902, 0.41547], [-3.57295, -0.22946, -0.09388], [0.06119, 1.14125, -0.10224], [0.52269, 2.60405, 0.77060], [-3.35171, 2.43585, -2.66124], [-5.67772, 3.09152, -2.24631], [-6.25696, 4.47767, -0.28059], [-4.47652, 5.19320, 1.28323], [-2.13416, 4.54909, 0.86363], [-1.84799, 0.35285, -1.37501], [-1.85296, -1.34271, -3.15614], [-0.84996, -0.80254, -5.36819], [0.12867, 1.43037, -5.75854], [0.13054, 3.11892, -3.96047], [2.70439, -0.14777, 2.84650], [2.68072, -1.69296, 2.02668], [2.36609, -1.69419, 0.67967], [2.33738, -2.94484, 0.08988], [1.89762, -3.02280, -1.61289], [2.62210, -4.13637, 0.75302], [2.58743, -5.65164, -0.06809], [2.93808, -4.07747, 2.10744], [3.28909, -5.52193, 2.97016], [2.95419, -2.84187, 2.76059], [3.29925, -2.77194, 4.44649], [3.36433, 1.24009, -3.81230], [5.43255, 1.58121, -3.46535], [6.37973, 0.89067, -4.22256], [7.73233, 1.18768, -4.11359], [8.15972, 2.18244, -3.24403], [7.22729, 2.86958, -2.47950], [5.87480, 2.57033, -2.58820], [6.05282, 0.11547, -4.90540], [8.45134, 0.64658, -4.71568], [9.21240, 2.42503, -3.16566], [7.55375, 3.65314, -1.80667], [5.15618, 3.12133, -1.99262]], "multiplicity": 1, "total_energy_ha": -4787.1445, "charge": 0, "e_above_lowest_ev": 2.2168, "gap_ev": 7.000}

---

2.
{"formula": "C13H37NO8", "method": "wB97M-V/def2-TZVPD", "species": ["C", "C", "C", "N", "C", "C", "H", "H", "H", "H", "H", "C", "O", "H", "H", "H", "H", "C", "O", "H", "H", "H", "H", "C", "O", "H", "H", "H", "H", "C", "O", "H", "H", "H", "H", "C", "O", "H", "H", "H", "H", "C", "O", "H", "H", "H", "H", "C", "O", "H", "H", "H", "H", "C", "O", "H", "H", "H", "H"], "coordinates": [[-1.84524, -2.18356, -1.47895], [-2.32228, -3.43247, -1.88544], [-3.68074, -3.70364, -1.70349], [-4.55221, -2.80816, -1.16891], [-4.03061, -1.58156, -0.79166], [-2.71396, -1.19480, -0.97382], [-0.79155, -1.99011, -1.61576], [-1.61656, -4.13121, -2.30983], [-4.10227, -4.64929, -2.01082], [-4.71633, -0.86244, -0.36851], [-2.34568, -0.24916, -0.60432], [-0.19499, 3.81641, -0.50811], [-1.44933, 3.14968, -0.69876], [0.19394, 4.53596, -1.22859], [-0.21201, 4.40023, 0.41219], [0.60234, 3.08601, -0.37070], [-1.74988, 2.68912, 0.08809], [3.01517, 1.53434, -2.54898], [3.83783, 2.55048, -2.97095], [2.30517, 1.82264, -1.77382], [2.38469, 1.19033, -3.36889], [3.57219, 0.64087, -2.26695], [4.62110, 2.10342, -3.29991], [0.28577, -3.25220, 1.70992], [0.88364, -3.59916, 0.47572], [-0.78174, -3.08142, 1.57076], [0.42367, -3.97496, 2.51410], [0.79013, -2.42554, 2.21027], [0.44846, -4.38939, 0.14744], [3.99959, -2.30138, 1.06764], [5.13458, -2.72548, 1.76829], [4.27022, -1.50774, 0.37122], [3.65651, -3.22723, 0.60590], [3.20096, -1.85221, 1.65801], [4.84992, -3.30938, 2.47513], [-0.78124, 2.06030, -3.61408], [-1.46471, 3.34815, -3.64896], [-1.21057, 1.29522, -2.96721], [-0.79682, 1.66134, -4.62833], [0.26988, 2.24209, -3.39003], [-1.74072, 3.45285, -2.73548], [0.80843, 0.24191, -0.04324], [1.29678, -0.78370, -0.95372], [1.65588, 0.69822, 0.46833], [0.23013, 1.06910, -0.45485], [0.25668, -0.24685, 0.75974], [1.45576, -1.59427, -0.46453], [0.30459, 0.51117, 4.17462], [-0.69209, -0.08030, 3.40868], [0.07206, 0.79994, 5.19963], [1.17242, -0.14780, 4.20157], [0.55288, 1.46580, 3.71081], [-0.89651, -0.96520, 3.71974], [-2.00146, 2.99407, 2.43572], [-1.83229, 1.86006, 1.61687], [-2.02456, 3.82830, 1.73457], [-2.93734, 2.91257, 2.98851], [-1.23408, 3.21079, 3.17886], [-1.83371, 1.07919, 2.17530]], "multiplicity": 1, "total_energy_ha": -1174.0140, "charge": 0, "gap_ev": 9.533}

---

3.
{"formula": "C6H17NO", "method": "wB97M-V/def2-TZVPD", "species": ["C", "C", "C", "N", "C", "C", "C", "H", "H", "H", "H", "H", "H", "H", "H", "H", "H", "H", "H", "H", "H", "H", "O", "H", "H"], "coordinates": [[2.08274, 1.18400, -1.88868], [1.23261, 0.00579, -1.39960], [-0.04642, 0.50718, -0.64189], [-0.25804, -0.04417, 0.71508], [-0.66144, -1.48040, 0.64293], [-0.02437, -2.16666, 1.86647], [-2.17811, -1.63998, 0.80407], [1.78013, 2.16115, -1.49816], [3.05127, 1.20011, -1.37465], [2.24624, 1.18793, -2.95946], [0.86812, -0.49964, -2.29442], [1.70282, -0.68735, -0.71052], [-0.95636, 0.35924, -1.24306], [0.01144, 1.59677, -0.59293], [-0.99619, 0.55224, 1.06757], [-0.24820, -1.78100, -0.31713], [-0.25889, -3.23172, 1.87525], [1.03758, -1.98680, 2.00350], [-0.54279, -1.69137, 2.70433], [-2.42165, -2.68569, 0.96246], [-2.47857, -0.97578, 1.61828], [-2.83791, -1.31457, -0.00999], [-0.14306, 3.95562, -0.15365], [0.63469, 4.13260, 0.37137], [-0.59565, 3.34251, 0.45283]], "multiplicity": 1, "total_energy_ha": -368.7564, "charge": 0, "e_above_lowest_ev": 1.2090, "gap_ev": 9.577}

---

4.
{"formula": "C28H14F10N2O2S2Ti", "method": "wB97M-V/def2-TZVPD", "species": ["Ti", "C", "C", "N", "N", "C", "S", "S", "C", "C", "C", "C", "C", "C", "C", "C", "C", "C", "C", "C", "C", "O", "H", "H", "H", "H", "H", "H", "H", "H", "H", "H", "H", "H", "H", "H", "F", "C", "C", "C", "F", "C", "F", "C", "F", "C", "F", "F", "C", "C", "F", "C", "F", "C", "O", "C", "F", "C", "F"], "coordinates": [[0.37209, -0.57877, -0.18641], [2.05791, 2.31765, -0.06006], [0.73833, 1.58192, -0.01946], [0.48601, 0.78408, 1.09617], [-0.13798, 1.07604, 2.27690], [-0.63455, -0.00422, 2.76782], [-0.59785, -1.50953, 1.87883], [-1.39330, 0.07653, 4.36905], [-3.11117, -0.29795, 3.86684], [-3.77614, 0.88210, 3.22240], [-4.62181, 1.70832, 3.95893], [-5.18292, 2.84135, 3.38935], [-4.89399, 3.16772, 2.07098], [-4.05591, 2.34903, 1.32585], [-3.50936, 1.20569, 1.89312], [-0.42768, 2.25553, -0.66308], [-0.61601, 3.62435, -0.79357], [-1.72250, 4.14568, -1.46591], [-2.65573, 3.27905, -2.01968], [-2.49010, 1.90198, -1.90862], [-1.37511, 1.38724, -1.24796], [-1.14594, 0.07897, -1.18079], [2.84017, 1.69223, 0.37232], [2.03299, 3.25373, 0.51737], [2.34419, 2.56837, -1.08634], [-3.63422, -0.59321, 4.77788], [-3.06296, -1.15322, 3.19312], [-4.82640, 1.46370, 4.99638], [-5.83639, 3.47567, 3.97818], [-5.31446, 4.06125, 1.62430], [-3.80742, 2.59992, 0.30271], [-2.85449, 0.57235, 1.30464], [0.11736, 4.29780, -0.36294], [-1.85078, 5.21857, -1.55525], [-3.51855, 3.67293, -2.54717], [-3.19779, 1.20977, -2.34963], [2.07262, 0.34201, -2.80863], [2.93918, -0.32821, -2.01310], [2.52094, -0.80745, -0.78887], [3.48852, -1.48259, -0.07584], [3.19445, -2.01785, 1.13517], [4.78584, -1.67875, -0.52346], [5.69880, -2.34562, 0.21163], [5.15137, -1.17739, -1.75789], [6.40584, -1.35189, -2.21856], [4.21880, -0.49351, -2.51553], [4.57996, -0.00628, -3.71999], [3.81059, -6.38395, -2.45647], [2.93369, -5.42244, -2.09296], [2.54410, -4.44558, -2.99078], [3.05535, -4.45383, -4.23667], [1.63722, -3.47355, -2.61895], [1.29664, -2.54514, -3.52704], [1.06648, -3.40751, -1.33050], [0.23240, -2.48755, -0.98746], [1.48607, -4.42838, -0.45276], [0.99604, -4.45819, 0.79315], [2.39301, -5.40338, -0.82089], [2.75455, -6.35555, 0.06014]], "multiplicity": 1, "total_energy_ha": -3980.0108, "charge": -2, "e_above_lowest_ev": 0.0000, "gap_ev": 6.307}